Record 1
Density functional theory data (the ωB97M-V functional and the def2-TZVPD basis) for C37H50O4P2S4Sb2Ti as an isolated structure.

Geometry as XYZ:
```
100
Properties=species:S:1:pos:R:3
Ti -0.8277 0.8261 1.0643
C 1.1064 6.0993 -1.6005
C 0.7906 4.6432 -1.8881
O -0.1886 4.1689 -0.9522
P -0.5883 2.5930 -0.9824
S -1.4347 -0.4026 -0.6444
S 1.0482 1.7250 -0.0494
O -1.4976 2.6360 0.4631
C -2.8751 3.0274 0.2613
C -3.5722 3.1971 1.5982
H 1.8616 6.4401 -2.3032
H 1.4860 6.2185 -0.5901
H 0.2200 6.7164 -1.7173
H 1.6949 4.0294 -1.7883
H 0.4003 4.5275 -2.9049
H -3.3739 2.2502 -0.3406
H -2.8676 3.9746 -0.2940
H -3.6368 2.2368 2.1127
H -4.5808 3.5637 1.4293
H -3.0385 3.9183 2.2180
C 2.4893 -1.3156 -3.1641
C 3.6873 -0.8694 -2.3666
C 3.9261 -1.7250 -1.1313
Sb 2.3985 -1.4892 0.4186
C 3.3409 0.2331 1.3567
C 4.1150 1.1409 0.6481
C 4.6214 2.2686 1.2722
C 4.3406 2.5123 2.6044
C 3.6099 1.5854 3.3277
C 3.1275 0.4448 2.7112
C 3.3309 -2.8324 1.8674
C 4.5800 -2.5182 2.3808
C 5.1604 -3.3227 3.3464
C 4.4925 -4.4490 3.8006
C 3.2483 -4.7720 3.2839
C 2.6662 -3.9610 2.3206
Sb 0.4831 -0.7968 -2.2283
C -0.2276 0.7213 -3.5842
C -1.5984 0.8140 -3.7863
C -2.1153 1.8514 -4.5390
C -1.2701 2.8065 -5.0806
C 0.0962 2.7263 -4.8684
C 0.6192 1.6821 -4.1196
C -0.6869 -2.4949 -2.8802
C -1.3137 -3.2771 -1.9197
C -2.1853 -4.2780 -2.3093
C -2.4147 -4.5107 -3.6542
C -1.7594 -3.7570 -4.6130
C -0.8946 -2.7447 -4.2288
H 2.4444 -0.8433 -4.1407
H 2.4576 -2.3947 -3.2900
H 3.5600 0.1827 -2.0890
H 4.5680 -0.9356 -3.0182
H 4.8942 -1.4982 -0.6889
H 3.9331 -2.7763 -1.4124
H 4.3395 0.9786 -0.3966
H 5.2371 2.9581 0.7130
H 4.7045 3.4109 3.0793
H 3.4260 1.7452 4.3798
H 2.6015 -0.3008 3.2940
H 5.0966 -1.6333 2.0332
H 6.1335 -3.0656 3.7427
H 4.9447 -5.0714 4.5583
H 2.7345 -5.6585 3.6335
H 1.6895 -4.2097 1.9182
H -2.2638 0.0677 -3.3712
H -3.1793 1.9154 -4.7105
H -1.6794 3.6025 -5.6841
H 0.7576 3.4721 -5.2892
H 1.6899 1.6126 -3.9732
H -1.1465 -3.0828 -0.8645
H -2.6968 -4.8680 -1.5653
H -3.1116 -5.2768 -3.9561
H -1.9297 -3.9481 -5.6617
H -0.3890 -2.1364 -4.9677
C 0.3585 2.3991 4.1936
C -1.1324 2.2959 4.4733
C -1.4534 1.9071 5.9038
O -1.7355 1.3903 3.5155
P -1.7295 -0.2177 3.3308
S -3.1800 -0.4310 1.9982
S 0.1217 -0.7036 2.5954
O -1.9949 -0.7957 4.7715
C -1.8560 -2.1884 5.1592
C -0.4553 -2.3857 5.7226
C -2.1453 -3.1391 4.0107
H 0.7955 3.1984 4.7879
H 0.5327 2.6167 3.1286
H 0.8461 1.4584 4.4519
H -1.6303 3.2480 4.2415
H -0.8089 1.1019 6.2503
H -2.4897 1.5834 5.9671
H -1.3189 2.7745 6.5453
H -2.6094 -2.2991 5.9477
H 0.2867 -2.2400 4.9389
H -0.3480 -3.3919 6.1169
H -0.2636 -1.6783 6.5264
H -1.3521 -3.0778 3.2661
H -3.0983 -2.9051 3.5417
H -2.1831 -4.1572 4.3850
```

## Properties
2S+1: 2
orbital gap (alpha / beta): 0.2173 / 0.2272 Ha
charge: +1
E_LUMO (alpha / beta): -4.31 / -4.45 eV
<S²>: 0.77
energy above the lowest of the compared OMol25 structures with the same formula, charge and spin: 329.22 kJ/mol

=====

Record 2
Density functional theory data (the ωB97M-V functional and the def2-TZVPD basis) for a 4-piece molecular cluster, C47H75N3O overall.

Geometry as XYZ:
```
126
Properties=species:S:1:pos:R:3
C -5.2892 -1.5326 -0.2118
C -5.0115 -0.2448 -0.0479
C -4.3173 1.1938 0.1954
C -4.2159 2.0880 -1.1443
C -3.5133 1.3587 -2.4016
C -1.8876 1.2875 -2.3184
O -1.4318 1.9669 -1.1156
C -0.3262 1.2782 -0.4682
C -0.7509 0.0085 0.4333
C -1.6834 -1.0187 0.0824
C 0.9234 0.9540 -1.4925
C 1.1517 -0.6264 -1.7492
C 2.1320 -1.3304 -0.6325
N 3.4794 -0.6820 -0.5313
C 0.3017 2.3701 0.5912
N -0.6695 2.7711 1.6653
C 0.0537 2.9015 3.0020
C 0.5737 1.4928 3.5897
C -0.5891 0.5811 4.2729
C 0.1517 -0.7596 4.8340
C -0.7780 -2.0797 4.8215
C -0.6669 -2.7006 3.3033
C -1.7205 -3.8950 3.0253
C -1.0552 -5.3092 2.6177
C -0.0781 -5.2424 1.3224
C 1.0836 -6.3795 1.3338
C 2.0410 -6.3559 2.6385
C 2.5205 -4.8876 3.1168
C 2.0083 -4.6106 4.6380
C 3.1453 -4.9629 5.7441
C -1.0185 4.2180 1.3179
N -2.1280 4.7783 2.1417
C -3.3152 3.8663 2.2108
H -5.5709 -2.6512 -0.1161
H -5.0096 1.7480 0.9560
H -3.2905 1.1133 0.7439
H -3.7302 3.1216 -0.9753
H -5.3157 2.3092 -1.4705
H -4.0232 0.3369 -2.5467
H -3.7801 2.0011 -3.3402
H -1.5589 0.1898 -2.4055
H -1.4719 1.8410 -3.2503
H -0.2299 -0.0970 1.4702
H -2.4307 -0.9205 -0.8065
H -1.7939 -2.0085 0.6868
H 1.9055 1.3415 -0.9900
H 0.8421 1.5593 -2.4817
H 1.7512 -0.7059 -2.7502
H 0.1896 -1.2339 -1.9130
H 2.3106 -2.4082 -1.0386
H 1.5946 -1.4531 0.3964
H 3.4628 -0.0818 0.3247
H 3.6661 -0.0333 -1.3178
H 0.5653 3.3053 -0.0560
H 1.3019 1.9555 0.9800
H 1.0057 3.5374 2.7592
H -0.5940 3.4077 3.8078
H 1.1629 0.8493 2.8195
H 1.3348 1.7241 4.4415
H -0.9372 1.1678 5.2127
H -1.4313 0.3646 3.5210
H 1.0902 -0.9422 4.1720
H 0.5388 -0.5977 5.9244
H -0.4594 -2.8970 5.5658
H -1.8878 -1.7703 4.9427
H -0.9170 -1.8035 2.6047
H 0.4021 -3.0269 3.0316
H -2.3970 -4.1068 3.9530
H -2.4521 -3.6070 2.1675
H -1.9391 -6.0219 2.3399
H -0.5404 -5.8109 3.5291
H 0.4185 -4.2124 1.1635
H -0.7174 -5.4629 0.3693
H 1.7712 -6.3310 0.3910
H 0.6085 -7.4467 1.2966
H 1.4955 -6.9389 3.4848
H 2.9887 -6.9749 2.3899
H 2.2218 -4.0460 2.3849
H 3.6872 -4.8588 3.1764
H 1.6866 -3.4951 4.7683
H 1.0685 -5.2562 4.8888
H 2.8063 -4.7391 6.8202
H 3.3860 -6.0838 5.6576
H 4.0799 -4.3326 5.5206
H -1.3695 4.2512 0.2047
H -0.0420 4.8558 1.3476
H -1.8047 5.0631 3.0794
H -3.0797 2.8240 2.6623
H -3.7614 3.7324 1.1471
H -4.1308 4.4115 2.8448
C 6.8766 2.7460 -3.1906
C 5.6996 2.0215 -3.0238
C 5.5240 0.8135 -3.6932
C 6.5304 0.3248 -4.5224
C 7.7088 1.0475 -4.6862
C 7.8806 2.2601 -4.0240
H 7.0118 3.6895 -2.6712
H 4.9177 2.3993 -2.3718
H 4.6034 0.2520 -3.5682
H 6.3956 -0.6194 -5.0405
H 8.4940 0.6656 -5.3315
H 8.7971 2.8259 -4.1563
C -6.2241 5.8790 -2.5133
C -7.3917 5.8559 -1.7556
C -7.3313 6.0365 -0.3764
C -6.1030 6.2502 0.2442
C -4.9358 6.2771 -0.5140
C -4.9953 6.0873 -1.8920
H -6.2712 5.7348 -3.5881
H -8.3499 5.6960 -2.2403
H -8.2410 6.0117 0.2149
H -6.0561 6.3958 1.3188
H -3.9781 6.4453 -0.0300
H -4.0845 6.1028 -2.4821
C 2.8173 -0.1522 -5.9492
C 1.6406 -0.8766 -5.7821
C 1.4644 -2.0846 -6.4511
C 2.4704 -2.5734 -7.2807
C 3.6491 -1.8506 -7.4450
C 3.8210 -0.6381 -6.7828
H 2.9525 0.7914 -5.4298
H 0.8592 -0.4985 -5.1297
H 0.5440 -2.6458 -6.3255
H 2.3354 -3.5176 -7.7987
H 4.4341 -2.2326 -8.0905
H 4.7375 -0.0723 -6.9153
```

## Properties
orbital gap: 0.3490 Ha
E_LUMO: 0.57 eV
structure (SMILES): C#CCCCCO[C@@](C=C)(CCCN)CN(CCCCCCCCCCCCCC)CNC.c1ccccc1.c1ccccc1.c1ccccc1

=====

Record 3
Density functional theory data (the ωB97M-V functional and the def2-TZVPD basis) for C29H35CuF5N4P2 as an isolated structure.

Geometry as XYZ:
```
76
Properties=species:S:1:pos:R:3
Cu -3.9521 1.6463 1.5321
C 0.5654 0.7659 4.3401
C 0.7836 1.0764 3.0354
C 0.7256 0.0734 1.9209
C -0.4608 -0.9101 2.1013
C -0.1426 -2.1948 2.8226
C 0.8399 -2.4049 3.7095
C 1.8596 -1.4142 4.1899
C 1.3065 -0.2725 5.1019
C -4.5540 -0.1084 2.1929
H -0.1662 1.3580 4.9256
H 0.9946 2.1100 2.7162
H 1.6674 -0.4868 1.7708
H 0.5545 0.6508 1.0014
H -1.2836 -0.3744 2.6163
H -0.8537 -1.1711 1.0869
H -0.8719 -3.0000 2.6339
H 0.9349 -3.4205 4.1254
H 2.4104 -0.9345 3.3710
H 2.6040 -1.9579 4.7855
H 0.6520 -0.6911 5.8808
H 2.1775 0.2056 5.5983
H -5.3359 -0.0975 2.9800
H -3.6420 -0.6491 2.4661
H -4.9360 -0.4756 1.2294
P -0.5599 -1.4960 -1.7294
P 0.2935 2.1620 -1.4967
N 0.4562 -2.9014 -1.3405
N -1.0272 -2.2075 -3.3451
N 2.0324 2.0826 -0.9807
N 0.5908 3.5354 -2.6034
C 0.8695 -0.5166 -2.3802
C 0.4492 0.8844 -2.8354
C 0.0603 -3.8949 -0.4357
C 0.9853 -4.9332 -0.4721
C 1.9785 -4.5904 -1.4454
C 1.6329 -3.3409 -1.9554
C -2.3543 -2.4238 -3.7231
C -2.3793 -2.9872 -4.9965
C -1.0234 -3.1359 -5.4217
C -0.2165 -2.6640 -4.3866
C 2.4806 2.7090 0.1988
C 3.8129 2.3711 0.4243
C 4.2072 1.4733 -0.6230
C 3.1201 1.3651 -1.4947
C 1.7793 3.8724 -3.2726
C 1.5121 4.8807 -4.1950
C 0.0989 5.1238 -4.1575
C -0.4450 4.2726 -3.2012
H 1.3540 -1.0082 -3.2384
H 1.6252 -0.4955 -1.5807
H 1.1567 1.2342 -3.6060
H -0.5523 0.8644 -3.3145
H -0.8384 -3.7494 0.1466
H 0.9463 -5.8305 0.1314
H 2.8301 -5.1863 -1.7532
H 2.1477 -2.7443 -2.6959
H -3.1456 -2.1325 -3.0498
H -3.2649 -3.2741 -5.5426
H -0.6734 -3.5440 -6.3573
H 0.8596 -2.6104 -4.3307
H 1.7952 3.3357 0.7540
H 4.4432 2.7588 1.2273
H 5.1646 0.9694 -0.7248
H 3.0396 0.8063 -2.4195
H 2.7032 3.3643 -3.0401
H 2.2454 5.3706 -4.8199
H -0.4428 5.8248 -4.7754
H -1.4668 4.0957 -2.8973
F -5.6890 2.8963 3.1681
C -4.3685 2.4971 3.2950
F -3.6001 3.6338 3.3818
C -4.1802 1.6709 4.5999
F -3.5187 2.4403 5.5188
F -5.3755 1.3194 5.1514
F -3.4256 0.5297 4.5066
```

## Properties
2S+1: 2
orbital gap (alpha / beta): 0.2557 / 0.2535 Ha
E_LUMO (alpha / beta): -1.09 / -1.15 eV
<S²>: 0.76

=====

Record 4
Density functional theory data (the ωB97M-V functional and the def2-TZVPD basis) for C2H2O4S as an isolated structure.

Geometry as XYZ:
```
9
Properties=species:S:1:pos:R:3
C -0.4343 1.1661 0.0000
C -0.7768 -0.3366 -0.0129
O -1.1954 2.0779 -0.0037
O 1.5102 -1.0766 1.2363
O 1.5748 -1.0636 -1.2211
O 0.8859 1.2130 0.0134
S 0.9957 -0.6380 -0.0045
H -1.2592 -0.6747 0.8956
H -1.3010 -0.6676 -0.9030
```

## Properties
orbital gap: 0.4227 Ha
E_LUMO: 0.25 eV
energy above the lowest of the compared OMol25 structures with the same formula, charge and spin: 0.00 kJ/mol

=====

Record 5
Density functional theory data (the ωB97M-V functional and the def2-TZVPD basis) for CH7NO as an isolated structure.

Geometry as XYZ:
```
10
Properties=species:S:1:pos:R:3
H -0.0575 0.9401 -0.6321
O -0.8657 1.9010 -0.6543
N 0.7253 0.0593 -0.1335
H -1.4762 1.8728 -1.4426
H 1.0086 0.6275 0.6459
H 1.5457 -0.3781 -0.5626
C -0.1368 -1.0566 0.5545
H 0.5025 -1.3003 1.4784
H -1.1317 -0.7835 0.7975
H -0.1142 -1.8823 -0.0513
```

## Properties
orbital gap: 0.3493 Ha
E_LUMO: 0.70 eV
energy above the lowest of the compared OMol25 structures with the same formula, charge and spin: 115.15 kJ/mol

=====

Record 6
Density functional theory data (the ωB97M-V functional and the def2-TZVPD basis) for an isolated ion of composition C3H9N2S and charge +1.

Geometry as XYZ:
```
15
Properties=species:S:1:pos:R:3
C 0.4158 -0.9860 -0.7731
C 2.0804 1.1881 -0.2434
C -1.0927 -1.1086 -0.4602
N 0.9605 0.4027 0.1607
N -1.3208 -0.7528 0.9680
S 1.3746 -1.2585 0.6626
H 0.7033 -1.2062 -1.7072
H 2.9965 0.7534 0.2892
H 2.2827 1.2383 -1.2865
H 1.6435 2.1403 0.1468
H -1.3870 -2.0518 -0.6426
H -1.4757 -0.5154 -1.2236
H -1.1041 0.2559 1.1663
H -0.5070 -1.2489 1.3658
H -2.3493 -0.8717 1.3095
```

## Properties
orbital gap: 0.3641 Ha
charge: +1
E_LUMO: -3.54 eV
structure (SMILES): CN1S[C@H]1C[NH3+]
energy above the lowest of the compared OMol25 structures with the same formula, charge and spin: 366.84 kJ/mol